C23H59BrI2NO23PS7 as an isolated structure, computed with ωB97M-V/def2-TZVPD.

```
117
Properties=species:S:1:pos:R:3:lowdin_charge:R:1
O -6.714 5.440 -1.522 -0.27
C 1.551 -8.654 6.746 -0.12
C 8.075 -6.214 -2.236 -0.24
H -9.813 3.130 0.245 0.08
S 6.065 -6.024 -3.856 0.54
H 0.351 -1.837 1.674 0.07
O 2.495 0.930 1.869 -0.26
H -2.012 -5.974 8.541 0.09
H 3.878 1.152 4.152 0.07
O -0.967 2.842 -4.964 -0.30
H 6.181 -7.543 -5.633 0.08
H 1.421 7.981 -4.257 0.11
O 1.708 9.739 -5.335 -0.26
H -4.636 -1.229 4.755 0.08
C 3.537 8.456 -4.279 -0.07
O 0.259 -6.474 6.146 -0.28
H -0.267 10.608 -7.008 0.07
H -1.814 4.926 -6.632 0.08
O 1.691 -0.543 3.673 -0.28
C -0.297 -3.348 4.401 -0.10
C -0.028 -6.212 9.339 -0.24
H -3.678 -0.565 6.075 0.07
H 6.428 -6.603 -0.888 0.07
O 2.291 -6.266 7.528 -0.27
C 7.460 -6.913 -1.043 -0.07
H 3.478 -1.303 4.412 0.12
H -3.433 -2.849 7.068 0.11
H 4.511 -3.132 -2.835 -0.02
H -1.728 6.241 -5.416 0.07
C -0.015 -2.237 -2.035 -1.00
N 3.778 -0.993 -1.763 -0.26
H 0.717 -2.956 4.452 0.07
Br 2.944 -4.480 -0.711 0.71
O 6.125 -4.599 -3.724 -0.30
H -6.267 6.401 -4.152 0.08
H -5.275 -1.246 6.410 0.08
H 2.506 1.496 5.201 0.09
H -9.048 2.885 -2.153 0.11
H 7.468 -7.992 -1.186 0.09
S -7.355 4.962 -2.705 0.56
C -9.264 3.924 -0.261 -0.07
H -8.212 3.839 0.004 0.07
O 3.107 -1.465 1.903 -0.28
H 5.079 -6.173 -5.945 0.08
C 2.710 -0.585 4.700 -0.25
H 1.849 9.424 -3.349 0.12
H 0.639 -9.232 6.636 0.08
O -6.948 3.711 -3.271 -0.28
H 3.785 7.908 -3.370 0.08
H -4.536 3.087 -3.670 0.10
O -2.905 4.150 -4.243 -0.26
O -2.678 -3.021 5.141 -0.26
H 0.520 10.176 -8.555 0.08
H 2.183 -9.056 7.533 0.08
H -0.305 -6.676 10.283 0.12
C 0.680 10.447 -7.514 -0.12
H -10.530 3.820 -2.003 0.12
C 0.613 -0.814 1.426 -0.10
I 0.309 -0.820 -3.562 0.99
H 6.848 -5.934 -6.064 0.08
H 4.171 9.339 -4.345 0.08
O -0.678 4.662 -3.324 -0.27
O 0.287 -7.327 8.460 -0.26
O 5.046 -6.748 -3.167 -0.29
H -0.234 5.480 -6.009 0.07
C 2.123 -3.372 -2.062 -1.44
H -3.072 2.117 -3.802 0.11
H 0.877 -5.629 9.510 0.11
H 3.759 7.820 -5.134 0.07
O -1.111 -2.496 -1.674 0.06
O 7.481 -6.627 -3.496 -0.26
H -4.502 -3.510 5.837 0.12
I 1.491 -4.649 -3.687 0.85
H 9.126 -6.472 -2.341 0.12
H 0.746 -0.704 0.352 0.06
C -7.316 6.213 -3.936 -0.12
H -0.833 -4.840 7.886 0.05
O 1.075 -2.748 -1.393 -0.30
H -0.331 -4.376 4.755 0.06
P 3.470 -2.225 -2.646 0.55
H -9.623 4.887 0.101 0.09
C -1.147 -5.359 8.788 -0.07
C 3.298 0.778 4.994 -0.07
H -7.832 5.851 -4.820 0.08
C -3.775 -2.728 6.039 -0.25
O -0.942 -2.628 6.825 -0.28
H -3.579 4.242 -1.650 0.08
H 3.234 -0.912 -0.913 -0.04
S 2.160 -0.425 2.165 0.55
H -0.685 -3.262 3.390 0.07
C -3.243 3.255 -1.967 -0.06
C -3.471 3.069 -3.452 -0.24
H -7.788 7.106 -3.538 0.08
H 3.099 -1.915 -3.960 -0.05
O -8.922 4.932 -2.488 -0.26
C -9.472 3.807 -1.755 -0.24
S -1.340 4.135 -4.475 0.55
H 1.320 11.322 -7.444 0.08
C 2.077 8.851 -4.244 -0.24
O 0.608 7.981 -6.629 -0.28
H 8.031 -6.669 -0.147 0.08
S 1.504 9.091 -6.762 0.56
C 6.051 -6.468 -5.555 -0.12
C -4.375 -1.357 5.805 -0.07
C -1.282 5.317 -5.770 -0.13
H 2.091 -8.611 5.803 0.08
H 2.193 -0.977 5.574 0.12
H 8.005 -5.130 -2.151 0.11
O -1.283 -0.999 4.998 -0.27
H 3.953 0.712 5.864 0.08
H -1.441 -4.607 9.520 0.09
H -3.805 2.499 -1.419 0.08
H -0.132 -0.113 1.792 0.09
S 1.123 -7.001 7.157 0.56
S -1.277 -2.350 5.461 0.56
H -2.190 3.160 -1.708 0.07
O 2.769 8.894 -7.393 -0.27
```

Orbital gap   0.3053 hartree
Lowest unoccupied orbital energy   -0.2 eV
Maximum force   0.0161 Eh/bohr
E_tot   -8994.9566 Eh